Entry 1:
H16LiO8 | wB97M-V/def2-TZVPD

Structure (ORCA input):
```
! RIJCOSX wB97M-V def2-TZVPD def2/J DEFGRID3
* xyz 1 1
H 1.87940 2.30424 0.10684
O -2.05860 -0.15476 -2.90416
H 0.59440 -0.69076 -2.32916
H -0.05760 -0.90576 2.29784
H -1.81160 0.66824 1.88784
H 0.02440 -2.37876 -1.10016
O 2.04640 -1.46776 0.79884
H 1.97640 -2.20076 0.16784
H -1.52360 0.39724 -2.21416
O 1.12740 0.16524 -2.04316
H -0.65160 1.86824 -1.10116
O 0.10440 -0.01376 2.12284
H -1.38760 -0.79776 -3.07716
O -0.06160 -1.82776 -0.42616
O -1.09060 1.10624 -0.74016
H -1.74860 1.61424 -0.17716
H 0.21440 0.43024 2.96684
H 2.15740 -0.14876 -2.06616
O -2.32260 1.58424 1.75884
H 1.55440 1.67724 1.47184
H 2.28940 -1.93976 1.57084
H -3.16460 1.58124 2.23184
H -0.16160 -2.31576 0.28184
O 1.72940 1.49324 0.54684
Li 0.34240 -0.04776 -0.03216
*
```

Computed properties:
- total energy (eV) = -16839.7252
- LUMO (eV) = -3.71
- HOMO-LUMO gap (eV) = 10.0
- molar mass (g mol⁻¹) = 151.06
- relative energy (zero: lowest compared OMol25 entry of this formula, charge and spin) (eV) = 2.342


Entry 2:
H16N5 | wB97M-V/def2-TZVPD

Structure (ORCA input):
```
! RIJCOSX wB97M-V def2-TZVPD def2/J DEFGRID3
* xyz 1 1
H -2.09393 1.33900 -2.60977
H 1.97165 -2.72727 -1.15124
H 2.76264 -2.55034 0.27524
H -2.07991 -1.36198 2.82914
H 1.26507 3.15980 1.55671
H -0.86902 0.68174 -0.54679
H 0.34479 -0.48506 -0.22927
N -2.15991 -1.37062 1.82224
N 1.66129 2.50714 0.89139
H -0.99390 0.53032 -3.33420
H -0.74728 -0.08025 0.97766
H 0.36872 1.02604 0.51585
H -3.11981 -1.16570 1.58031
H 1.37308 -3.36303 0.19952
H 1.73485 2.98569 0.00183
N -1.08644 1.15404 -2.52718
H -0.64420 1.99147 -2.90483
H -1.89632 -2.27719 1.46289
H 2.59606 2.28191 1.20409
N 1.84746 -2.54090 -0.16373
N -0.23489 0.26519 0.15014
*
```

Computed properties:
- total energy (eV) = -7705.9077
- LUMO (eV) = -2.56
- HOMO-LUMO gap (eV) = 11.3
- molar mass (g mol⁻¹) = 86.16
- relative energy (zero: lowest compared OMol25 entry of this formula, charge and spin) (eV) = 0.000


Entry 3:
H16NO6 | wB97M-V/def2-TZVPD

Structure (ORCA input):
```
! RIJCOSX wB97M-V def2-TZVPD def2/J DEFGRID3
* xyz 1 1
H 2.20068 0.23505 -0.91822
H -1.61729 -0.44801 -2.38225
O -2.22634 1.01968 0.39502
H 0.26140 -1.13380 4.09588
H 1.69589 -0.62724 -2.00997
H -2.33669 2.16409 -2.68567
H 3.95373 1.34110 1.38616
H -2.22146 0.75960 -0.57027
H -0.23718 -0.60310 1.44213
H 2.95876 0.39395 2.09601
O 0.91692 -0.90063 3.67450
H -0.14824 -0.98181 -0.30319
O -2.49432 1.18366 -2.70578
H -3.04299 0.94116 -3.40486
H -2.99064 1.52218 0.56175
H -0.35881 0.57582 0.29686
H -1.43748 -2.00757 -2.37663
O -1.16373 -1.15753 -2.10393
H 1.74103 -1.05805 4.14873
O 1.45129 -0.33768 -1.12745
H 1.10992 -0.26174 0.66072
N 0.03827 -0.35548 0.55676
O 3.54136 0.40210 1.37583
*
```

Computed properties:
- total energy (eV) = -14027.5176
- LUMO (eV) = -2.72
- HOMO-LUMO gap (eV) = 12.4
- molar mass (g mol⁻¹) = 126.13
- relative energy (zero: lowest compared OMol25 entry of this formula, charge and spin) (eV) = 3.453